Version a
# CH13O5S

6 unconnected molecules or ions with the total composition CH13O5S (ωB97M-V with the def2-TZVPD basis set, the Open Molecules 2025 dataset).

Its HOMO energy is -4.10 eV. The value obtained for the HOMO-LUMO gap is 0.276 Ha. The LUMO energy is 3.41 eV. As for the net charge: -1.

XYZ file:
```
20
CH13O5S | the Open Molecules 2025 dataset | ωB97M-V with the def2-TZVPD basis set
C 0.569 0.427 -1.898
S 0.036 -1.061 -0.817
H 1.586 0.697 -1.728
H 0.576 0.160 -2.922
H 0.094 1.410 -1.758
H 2.387 -1.914 -0.289
H 3.252 -1.475 -1.291
O 3.334 -1.737 -0.356
H 2.560 1.410 1.500
H 3.065 0.237 0.726
O 3.413 1.067 1.132
H -2.676 1.314 -1.102
H -1.756 0.254 -0.362
O -2.458 0.910 -0.236
H -0.106 1.671 1.539
H 0.504 0.250 1.291
O 0.415 0.953 1.972
H -4.880 0.888 0.906
H -4.423 -0.459 0.711
O -5.226 0.054 0.893
```

These are the Löwdin partial charges, in e, on atoms 1 to 6: -0.55 0.25 -0.03 -0.03 0.01 -0.07



Version b
# CH13O5S

6 unconnected molecules or ions with the total composition CH13O5S (ωB97M-V with the def2-TZVPD basis set, the Open Molecules 2025 dataset).

Its HOMO energy is -3.78 eV. The value obtained for the HOMO-LUMO gap is 0.266 Ha. The LUMO energy is 3.45 eV. As for the net charge: -1.

XYZ file:
```
20
CH13O5S | the Open Molecules 2025 dataset | ωB97M-V with the def2-TZVPD basis set
C 0.846 -2.466 -0.896
S 0.576 -1.655 0.722
H 0.647 -3.540 -0.813
H 1.814 -2.261 -1.323
H 0.041 -2.141 -1.559
H -1.664 -1.416 -0.006
H -2.223 -0.096 -0.500
O -2.222 -1.034 -0.720
H 0.883 0.425 -1.390
H -0.287 -0.214 -2.075
O 0.447 0.401 -2.250
H 1.890 1.191 1.652
H 0.999 0.087 2.085
O 1.309 0.963 2.387
H 1.056 2.716 0.073
H -0.379 2.623 -0.337
O 0.339 3.264 -0.261
H -1.663 0.337 1.762
H -0.736 1.518 1.794
O -1.674 1.298 1.654
```

These are the Löwdin partial charges, in e, on atoms 1 to 6: -0.62 0.29 0.00 0.00 -0.03 -0.07



The data favor version b; the next most stable structure lies 0.072 eV above it.



Version a
# C2H6NO3

2 unconnected molecules or ions with the total composition C2H6NO3 (ωB97M-V with the def2-TZVPD basis set, the Open Molecules 2025 dataset).

Its HOMO energy is -4.13 eV. The value obtained for the HOMO-LUMO gap is 0.307 Ha. The LUMO energy is 4.22 eV. As for the net charge: -1.

XYZ file:
```
12
C2H6NO3 | the Open Molecules 2025 dataset | ωB97M-V with the def2-TZVPD basis set
O -0.593 0.708 2.379
C -0.374 0.239 1.246
O 0.333 -0.760 0.950
C -1.059 1.012 0.061
N -1.010 0.325 -1.220
H -2.065 1.203 0.435
H -0.518 1.959 -0.003
H -1.419 -0.593 -1.074
H -0.029 0.098 -1.373
H 2.760 -0.844 -0.418
H 1.544 -1.640 -0.286
O 2.430 -1.707 -0.696
```

These are the Löwdin partial charges, in e, on atoms 1 to 6: -0.08 -0.73 -0.10 -0.24 -0.03 0.09



Version b
# C2H6NO3

2 unconnected molecules or ions with the total composition C2H6NO3 (ωB97M-V with the def2-TZVPD basis set, the Open Molecules 2025 dataset).

Its HOMO energy is -3.99 eV. The value obtained for the HOMO-LUMO gap is 0.303 Ha. The LUMO energy is 4.25 eV. As for the net charge: -1.

XYZ file:
```
12
C2H6NO3 | the Open Molecules 2025 dataset | ωB97M-V with the def2-TZVPD basis set
O 1.714 -0.061 0.957
C 0.487 -0.295 0.872
N -0.371 0.248 0.037
C -2.077 -0.238 0.041
O -2.493 -0.360 1.222
H 0.056 -1.138 1.437
H -0.053 1.090 -0.430
H -2.008 -1.168 -0.570
H -2.477 0.639 -0.545
H 2.580 0.409 -0.248
H 1.908 0.234 -1.538
O 2.733 0.639 -1.235
```

These are the Löwdin partial charges, in e, on atoms 1 to 6: -0.11 -0.41 0.05 -0.46 -0.24 0.12



The data favor version a; the next most stable structure lies 1.545 eV above it.